25
Properties=species:S:1:pos:R:3:forces:R:3 method="wB97M-V/def2-TZVPD" charge=+1 relative_energy_ev=6.216
C -0.3808 2.9654 -0.1159 2.68 1.15 -1.49
N 1.7573 1.0315 0.6209 -1.20 -0.26 -0.61
H 1.0540 0.3341 -1.2515 -0.11 0.02 0.34
H -1.3526 3.3194 0.1219 -0.72 0.63 -0.01
H -1.0340 1.2072 -0.8333 -0.94 -0.89 0.58
C -0.5395 -1.4722 0.2183 2.76 0.31 -1.10
H -0.5557 -0.4691 2.1670 0.03 -0.79 -0.15
H -1.2612 -2.1787 2.0658 -0.04 0.85 0.22
O 1.3518 -1.8802 -1.1316 0.67 -0.74 -1.42
H 1.8149 -2.7324 -1.2264 -0.03 0.49 -0.18
H -2.1397 -0.7031 1.3265 1.68 -1.22 0.95
H 3.0777 -0.2185 -0.1336 -0.42 -2.51 -3.55
C 0.7600 -1.8468 0.0718 -2.25 0.03 1.10
N -0.4356 1.4951 -0.0748 2.68 -0.23 3.05
H 0.3961 3.3147 0.5998 -0.78 -0.28 -0.32
H -0.8581 -0.5403 -1.7419 0.02 -0.37 -0.20
H -1.5844 -2.1664 -1.4311 0.05 0.98 -0.32
H 1.4196 -2.1005 0.8833 -0.08 -0.02 0.58
C -1.3659 -1.1593 -0.9960 1.70 -2.46 -0.79
H 0.0202 3.2704 -1.1521 -1.04 -0.30 1.52
H -2.2778 -0.7443 -0.7578 -2.07 1.00 0.63
O 2.9123 0.3917 0.5126 1.44 2.83 4.25
C 0.9128 0.8270 -0.2862 -0.47 0.94 -0.74
C -1.1001 -1.2151 1.5438 -2.73 1.04 0.60
H -0.5913 1.2706 1.0006 -0.82 -0.20 -2.96

=====

24
Properties=species:S:1:pos:R:3:forces:R:3 method="wB97M-V/def2-TZVPD" charge=0 relative_energy_ev=1.657
H -0.3623 3.1449 0.3397 0.32 0.00 0.19
H 0.7983 -0.4025 2.6988 -0.05 0.02 0.11
H 0.9829 -1.7358 1.5638 0.05 -0.08 0.01
N -0.0408 2.2293 0.0286 -0.53 0.26 -0.18
H 3.0830 0.9021 -0.0465 0.06 0.02 -0.03
H -0.5227 -0.8216 1.5623 -0.01 0.00 0.17
H 0.8123 -0.1196 -0.3457 -0.03 0.16 -0.01
C 0.6323 1.5951 0.8861 0.20 -0.05 0.06
H 0.9180 2.0194 1.8585 -0.12 0.04 0.02
H -1.3128 0.3845 -2.8646 -0.22 -0.11 0.22
H 3.0220 0.5302 1.6792 0.06 0.00 0.08
C -2.0381 -0.5677 -1.0680 2.28 1.05 -0.44
H 3.0571 -0.7788 0.4934 0.05 -0.06 0.03
H -2.0809 -2.1011 -2.5389 -0.38 -0.38 0.06
H -2.5089 0.5489 0.4100 0.02 0.09 -0.16
N -1.4060 0.4302 -1.8626 -1.50 1.22 1.32
H -1.6169 -2.6612 -0.8866 0.64 -0.16 -0.12
N -2.4244 -0.4261 0.1305 -0.72 -0.02 -0.02
H -1.2128 1.3083 -1.3783 -0.06 -0.15 -0.56
C 2.6718 0.2187 0.6952 -0.19 0.05 -0.09
H -0.5883 -1.3019 -2.0757 -1.11 -3.22 1.57
C -1.5588 -1.8626 -1.6136 1.00 1.50 -2.08
C 1.1401 0.2100 0.6427 0.18 -0.24 0.08
C 0.5558 -0.7426 1.6918 0.05 0.07 -0.23

=====

24
Properties=species:S:1:pos:R:3:forces:R:3 method="wB97M-V/def2-TZVPD" charge=0 relative_energy_ev=3.035
H -1.4904 -1.5127 -1.3287 -0.12 0.16 0.00
H -0.2445 -2.6504 0.3553 -0.07 -0.18 -0.04
C 1.3387 0.7815 -1.5133 0.33 -0.32 -0.61
C -0.6065 -0.5060 0.2213 0.25 -0.20 0.33
H -0.7529 1.5622 2.2933 -0.12 0.02 0.18
H 0.7297 -1.6745 1.4669 -0.03 -0.04 0.02
H 0.3834 0.6142 -1.9646 -0.04 0.16 -0.05
N -1.0613 -0.6005 -1.1825 -0.47 -0.40 -0.14
N 1.3276 0.9754 -0.1765 0.38 0.45 -0.27
H -2.3658 -1.5341 0.9397 -0.01 -0.02 -0.04
H -1.7725 0.1036 -1.3589 -0.07 -0.07 -0.01
H 1.1247 -1.7216 -0.2515 0.22 0.00 -0.17
H 3.2463 0.0646 -1.6942 -0.23 -0.05 -0.22
C -0.3733 1.8846 1.3284 0.08 -0.19 -0.24
H 2.0806 1.4912 0.2646 0.11 -0.04 -0.01
H -2.4948 0.2252 1.0067 -0.13 0.11 0.01
H 2.1584 -0.5474 -2.8212 0.05 0.09 0.10
C 0.3114 -1.7207 0.4629 -0.24 0.19 0.03
N 2.4030 0.2396 -2.2320 0.62 0.16 0.32
H 0.4126 2.6189 1.5043 0.02 0.12 0.06
C -1.8210 -0.6143 1.1553 0.22 0.00 -0.19
H -1.5258 -0.6389 2.1953 0.08 0.02 0.34
C 0.1868 0.7523 0.5201 -0.93 -0.04 0.54
H -1.1945 2.4077 0.8094 0.09 0.08 0.08

=====

24
Properties=species:S:1:pos:R:3:forces:R:3 method="wB97M-V/def2-TZVPD" charge=0 relative_energy_ev=3.304
H 0.5783 2.5202 -1.0630 0.03 0.08 -0.03
H 0.2925 -2.4833 -0.3530 -0.03 -0.07 0.00
H -2.0783 -2.7928 -0.8527 0.11 0.03 -0.16
H -0.5752 3.2974 0.0439 -0.06 -0.04 -0.01
H 2.3379 2.5171 0.8405 0.06 -0.02 0.03
H -1.2265 -0.6727 0.7283 0.00 -0.18 -0.23
C -1.3337 -1.3384 -2.1211 -0.09 0.38 0.16
H -0.4857 0.7420 1.7746 -0.37 -3.47 0.44
C -0.1706 2.3393 -0.2824 0.24 -0.21 0.07
H 0.0867 -4.0236 -0.8905 -0.01 0.09 0.01
C 1.4718 2.3888 1.5025 -0.07 -0.17 -0.32
H 1.7649 -0.0098 0.9465 -0.04 -0.08 -0.24
H 1.7863 1.8630 2.4040 0.04 0.06 0.05
N 0.0492 -3.0478 -1.1602 0.00 0.05 -0.03
N -1.4048 -0.2319 -2.4159 0.05 -0.03 -0.15
H -1.5615 -3.3713 -2.4478 0.00 0.04 0.10
N 0.3995 1.6296 0.8654 1.07 0.67 -1.19
C -1.2919 -2.7078 -1.6209 -0.04 -0.47 0.08
C 0.7764 0.1896 0.5267 -0.53 1.04 0.18
H 0.7449 0.0384 -0.5572 0.32 0.09 0.12
H -0.9533 1.7267 -0.7275 -0.10 0.09 0.04
H 1.1075 3.3812 1.7693 -0.04 -0.05 0.07
H 0.0055 -1.4393 1.7803 -0.21 0.14 0.55
C -0.3199 -0.5144 1.3101 -0.32 2.01 0.45

=====

24
Properties=species:S:1:pos:R:3:forces:R:3 method="wB97M-V/def2-TZVPD" charge=0 relative_energy_ev=3.472
H -1.6005 2.7981 -0.9756 0.29 0.29 0.17
H -1.8452 -1.3092 0.6048 0.05 -0.03 -0.09
C 0.1127 2.3032 -0.2002 -0.79 2.35 -2.52
C 0.5400 1.1116 1.5170 -0.23 -2.11 1.29
C -0.4415 -1.7521 -0.8509 -0.08 -0.09 0.02
H -1.1758 -2.2360 -1.5166 0.15 0.01 0.03
H 1.6129 0.9669 1.5673 0.12 0.26 -0.03
H -1.5010 -0.0237 -0.3812 0.07 -0.19 0.09
H 0.7805 -3.5360 -0.7216 0.03 -0.05 -0.02
N -1.0632 2.0503 -0.5596 0.61 -1.06 0.84
H -0.4263 -3.4010 0.5599 -0.01 -0.02 0.03
H 0.4566 2.2578 3.3128 0.05 0.11 -0.03
H 1.5607 3.1504 -1.1881 -0.17 -0.32 -0.17
H 1.0206 -2.3866 0.6047 0.04 0.03 0.04
H -0.0259 0.2506 1.0015 0.58 1.54 0.01
H 1.2747 -0.4570 -1.0894 0.06 0.01 0.04
H -1.1419 1.9543 2.4563 -0.19 -0.28 0.18
H 1.0502 -1.6163 -2.4094 0.01 0.02 -0.02
N 1.1824 2.9365 -0.2756 -0.12 -0.67 1.12
N -1.1090 -0.8433 0.0853 -0.41 -0.35 -0.29
C -0.0786 1.7635 2.5117 0.23 0.53 -0.58
H 0.0065 -0.1894 -2.2854 0.00 0.02 -0.04
C 0.5327 -0.9546 -1.7147 -0.16 -0.11 0.11
C 0.2784 -2.8378 -0.0531 -0.14 0.13 -0.20

=====

25
Properties=species:S:1:pos:R:3:forces:R:3 method="wB97M-V/def2-TZVPD" charge=0 relative_energy_ev=1.659
O 0.5391 -1.2168 -2.1525 -0.76 0.08 0.37
H 1.5921 -1.9094 0.7478 -0.07 -0.04 -0.16
H 1.4649 0.9345 -2.7539 -0.05 0.11 0.05
C -2.3984 -0.7297 2.2678 0.05 0.29 -0.14
H -2.7738 1.5371 0.5837 0.08 -0.05 -0.05
C -1.2729 -0.4846 1.5928 0.07 -0.85 0.02
H -2.3973 -1.3916 3.1155 0.16 0.00 0.19
H 0.8772 -2.9729 -0.4333 -0.06 0.08 0.16
H -3.0114 0.1351 -0.4740 0.09 0.01 0.04
C 1.9981 0.3713 -0.7601 -1.93 -1.95 -0.62
C -2.2787 0.8822 -0.1392 -0.07 0.06 0.00
N -1.0959 0.2978 0.4671 1.40 -0.87 -2.27
H -0.3556 -0.9843 1.8990 -0.11 0.06 0.04
H -1.9764 1.4899 -0.9912 -0.03 -0.05 0.00
H 0.9511 1.1181 0.7915 0.37 -0.07 0.02
H 3.0049 -0.0099 -0.9597 -0.18 -0.06 -0.04
H -3.3459 -0.2838 2.0122 -0.09 0.05 -0.13
C 1.0015 -1.0322 -1.0438 3.67 0.75 -1.12
H 2.3353 2.1864 -1.8450 -0.04 0.10 0.06
C 1.5778 1.4078 -1.7784 0.23 -0.28 -0.12
H 2.2632 0.2128 1.2603 0.04 0.10 -0.01
H 0.6261 1.8516 -1.4886 -0.04 0.08 -0.01
N 1.2204 -2.0597 -0.1754 -0.34 0.28 0.19
H -0.4579 -0.2049 -0.3043 -2.30 1.65 2.51
N 1.9124 0.8551 0.5619 -0.08 0.51 0.99

=====

25
Properties=species:S:1:pos:R:3:forces:R:3 method="wB97M-V/def2-TZVPD" charge=+2 relative_energy_ev=4.909
H -3.0910 -0.7655 1.6368 0.26 1.45 -0.07
C -2.9397 -0.1314 0.7396 -1.64 -2.49 -1.38
H 2.6672 -1.5584 -1.4391 0.96 -0.50 -2.53
H 2.2761 -0.1749 1.8037 0.31 0.01 -0.36
H -0.3994 -1.6619 -2.2864 -0.60 0.47 -0.05
N 2.0948 1.7301 0.7965 -0.28 1.63 -1.94
H -3.4568 -0.7633 -1.4352 0.03 0.85 0.11
C -3.8602 -0.7195 -0.4205 2.05 0.64 0.36
H 2.8487 -2.0377 0.1446 0.11 -0.65 0.42
N -1.2180 1.6561 0.3524 0.26 1.21 -1.75
H -0.3460 0.0673 -0.7473 -0.67 0.57 0.74
H -4.8079 -0.2783 -0.3471 -1.17 1.26 -0.32
C 0.4947 -0.5651 -0.9006 0.78 -1.76 -1.16
C 1.6399 0.2781 1.0454 -1.96 1.90 0.66
O 0.4458 -1.4453 -1.8795 1.67 0.81 1.63
H 3.6320 -0.6530 -0.2194 4.52 3.25 0.55
N 1.6055 -0.4462 -0.1887 -0.17 -0.10 -0.43
C 2.8696 -1.1818 -0.5046 -5.74 -2.95 0.88
H 1.5397 2.3108 0.0588 0.71 -2.00 0.79
H 3.0746 1.7336 0.4918 -0.04 0.21 0.01
C -2.1426 0.8565 0.5267 0.20 -0.02 0.97
H -1.4802 2.6161 0.0204 -0.03 -0.79 1.18
H 2.0149 2.4535 1.5193 0.15 -0.84 1.12
H 0.6406 0.3989 1.4869 0.24 -0.23 -0.29
H -4.1023 -1.7185 -0.2545 0.07 -1.94 0.89

=====

27
Properties=species:S:1:pos:R:3:forces:R:3 method="wB97M-V/def2-TZVPD" charge=+1 relative_energy_ev=0.872
H 0.2468 -2.4817 -0.9446 -2.71 -0.07 0.24
N 1.0395 -0.0843 -0.5023 -1.59 -1.22 4.64
N -2.6170 -0.5929 -0.6070 -0.13 -0.53 -0.05
H 0.6777 0.4345 -1.2549 0.32 1.20 -1.51
H 3.3580 1.7896 1.3550 1.16 -0.20 -0.27
H 4.2134 0.2492 -0.4659 1.32 0.43 -0.14
S -1.5408 1.3649 0.8845 0.11 -0.49 -0.44
H 2.2448 2.4089 0.2169 -0.07 2.27 -2.58
H -0.9841 -1.7192 2.7540 1.66 0.74 -0.93
N -1.4429 -1.1650 -0.2716 2.86 -0.64 0.04
H -4.4959 1.6000 0.8650 0.59 -1.17 -1.86
H 3.2553 -0.5165 -1.6257 -0.29 0.11 -0.11
P -0.2952 -0.2533 0.5296 -0.36 -1.31 0.20
C 3.2902 0.3668 -0.9845 0.65 -1.83 0.64
C -0.9275 -2.5162 -0.8052 0.20 -0.07 2.96
H -1.4867 -2.6308 -1.6850 -0.28 -0.52 -1.46
H 1.8113 1.8831 1.6077 -2.71 -0.06 2.74
H -4.1616 1.8983 -0.8356 -0.60 2.51 -2.25
C 2.4315 1.6388 0.8464 0.66 -2.11 0.42
H 3.2808 1.2694 -1.5799 -0.30 0.25 0.18
H -4.8691 0.2329 -0.5136 1.29 2.40 0.88
H -1.2784 -3.3442 -0.0253 1.07 1.69 -1.75
C -4.1743 1.1420 -0.1642 -1.81 -2.74 2.46
C -2.8126 0.5708 -0.1521 -0.09 -0.50 1.19
H 2.5888 -0.4452 0.8625 0.48 -2.55 1.59
S 0.3379 -1.3659 2.3028 -1.45 0.48 -0.66
C 2.3099 0.2662 0.1930 0.00 3.93 -4.20

=====

25
Properties=species:S:1:pos:R:3:forces:R:3 method="wB97M-V/def2-TZVPD" charge=+1 relative_energy_ev=4.322
H 1.8192 -1.7551 -1.6360 -0.01 -0.59 1.14
H -0.4244 -1.3361 -0.7557 1.73 0.00 0.20
N 1.2775 -0.0212 -1.2702 1.22 2.83 2.33
H -3.2581 0.7596 1.1441 -0.51 1.04 -0.21
N 1.3156 -1.3167 -0.8422 0.94 -1.89 -1.58
C -1.3055 -1.4677 -0.1233 -0.45 2.91 4.95
C -2.0503 0.6174 -1.1660 2.32 1.51 -0.98
H 1.7434 0.0652 1.8516 -0.46 0.84 0.37
C -1.7951 -0.0448 0.0867 0.46 -3.75 -0.80
N 1.9316 -1.4280 0.4665 0.45 -1.21 0.28
C -2.2195 0.5627 1.3677 -1.12 -2.99 -0.76
N 1.9123 2.0505 -0.2862 -0.02 0.13 0.23
H -1.6947 1.4202 1.6548 0.66 1.26 0.64
H -3.0376 1.0221 -1.1674 -0.94 0.10 -0.36
H -1.8003 -1.9225 -0.9005 -1.96 -1.36 -1.51
H 2.1205 2.5075 0.5877 0.19 -0.12 -0.24
H 1.9514 2.6105 -1.1114 -0.16 0.09 -0.36
H -1.0954 -2.0636 0.8445 -0.38 0.88 -1.95
H -1.4113 1.5729 -1.1362 -0.64 -1.04 -0.21
H 2.7088 -2.1286 0.5542 -1.19 1.02 -0.74
C 2.2889 -0.0802 0.9392 -0.86 -1.65 -1.89
H -1.7187 0.0181 -2.0591 -0.72 0.79 0.88
C 1.8203 0.7034 -0.3164 -0.50 -0.13 0.34
H 3.3306 -0.1066 1.1799 0.85 0.90 -0.13
H -2.4094 -0.2393 2.0937 1.14 0.45 0.39

=====

26
Properties=species:S:1:pos:R:3:forces:R:3 method="wB97M-V/def2-TZVPD" charge=+1 relative_energy_ev=5.307
C 0.3146 -1.7328 -0.9239 -0.04 0.92 3.53
H 1.9950 -1.5602 -1.9762 0.36 0.72 0.57
H -1.6707 0.8559 1.9033 0.14 -0.32 -0.84
H -0.0460 -0.0901 2.8749 0.44 -0.88 2.26
N 1.6208 -1.1710 -1.1043 0.84 0.21 -2.07
H 1.6047 2.2296 0.2126 0.57 -1.83 -0.70
H 0.4500 -2.2303 0.0305 -0.96 -0.36 0.19
H -1.5086 2.1804 0.0972 0.61 -0.65 -0.14
C -1.2317 -1.0375 -0.8608 1.08 -1.62 2.31
H -1.7604 -0.7961 1.8120 0.02 -1.46 0.26
H 0.4286 2.5742 -1.5832 -0.35 -0.15 -0.17
N 1.5787 -0.4663 1.5334 -1.07 -0.72 0.62
C -1.2052 1.3463 -0.5672 -1.27 0.28 -2.15
H 0.3896 1.2810 1.9992 0.18 -1.47 -0.32
N 1.5133 1.3040 -0.3079 -1.02 2.09 0.05
H 0.4488 0.8092 -2.0641 -0.18 0.43 0.15
C -1.2284 -0.0047 1.3472 -0.89 0.36 -0.57
N -1.7098 0.0481 -0.0949 5.02 3.34 1.66
H -1.4268 -1.0792 -1.8811 -1.34 0.65 -1.61
H 1.7768 -1.1825 2.2255 0.52 0.09 -0.36
C 0.3792 1.5383 -1.2512 0.62 -1.47 1.76
Si 2.4885 -0.1931 0.0715 -4.46 0.77 -0.29
H -1.6847 -1.8374 -0.2754 -0.09 -0.81 -0.93
H 0.0197 -2.4193 -1.6460 0.33 -1.49 -1.43
H -1.8142 1.4846 -1.4905 0.70 0.42 0.19
C 0.2784 0.1488 1.9194 0.24 2.96 -2.00